Run P
Entry from the Open Molecules 2025 dataset: C48H54BrN8O7RbSSb as an isolated structure (ωB97M-V/def2-TZVPD).

Results
Net charge: -1

Geometry (Å):
C (-0.452, -2.090, 0.053)
C (-3.190, 2.328, -3.583)
H (1.095, -2.682, -5.862)
C (-1.574, 5.786, -0.443)
H (-1.999, 3.359, 3.426)
C (3.831, -4.286, 2.032)
H (-0.625, 5.581, -3.706)
N (-0.132, -1.225, 1.017)
H (3.730, -5.009, 1.227)
H (-0.557, -4.096, -0.671)
C (-2.852, 2.121, 6.462)
H (-0.291, -8.594, 0.679)
H (-3.389, 2.389, 7.363)
H (-4.149, 2.828, -3.741)
H (1.626, 2.368, -3.811)
H (-0.835, -1.662, -0.867)
H (-2.720, 9.333, -1.668)
Rb (0.079, 2.124, -0.762)
N (1.056, -5.727, 2.716)
C (2.151, 4.082, 4.496)
N (3.688, -2.945, 1.488)
C (-2.410, 8.352, -1.334)
H (3.052, -4.495, 2.769)
C (-0.306, -3.463, 0.170)
H (4.591, 0.780, -2.852)
H (0.424, 2.943, 4.896)
C (3.783, -1.810, 2.391)
C (-3.214, 0.879, -3.720)
C (0.074, -7.753, 1.265)
C (0.363, -5.455, 1.623)
H (-0.550, -1.257, 6.967)
H (0.832, -3.479, 3.333)
H (0.569, -2.186, -3.486)
O (-0.959, -0.673, 5.015)
C (-5.868, -1.681, -3.954)
O (2.257, 2.328, 0.782)
C (2.247, 2.831, 1.923)
C (3.187, 4.380, 3.556)
C (-3.649, -2.129, -4.742)
C (0.335, -1.751, 2.153)
H (5.881, -1.088, -3.982)
H (0.595, -1.059, 2.946)
C (3.250, 3.789, 2.341)
O (1.181, -4.761, 5.571)
H (2.148, 4.569, 5.461)
C (3.377, -2.756, 0.221)
C (1.773, 1.426, -4.349)
C (1.180, -7.016, 3.118)
H (2.410, -1.511, -5.855)
C (0.180, -3.996, 1.358)
H (-2.870, 8.711, 0.731)
C (-3.981, -3.467, -4.889)
C (1.439, -1.743, -5.417)
C (1.207, 2.515, 2.906)
H (-0.346, 4.366, -1.253)
C (-2.489, 7.997, 0.009)
H (0.799, 1.208, -4.795)
N (0.717, -8.061, 2.372)
Br (-1.603, -0.018, -3.271)
H (-6.610, -0.979, -3.592)
C (1.523, -1.851, -3.900)
N (3.117, -2.575, -0.894)
C (-1.912, 7.417, -2.235)
N (-0.779, 1.031, 3.006)
O (2.497, -6.496, 6.666)
H (-2.349, 0.168, 7.200)
Sb (2.060, -0.070, -2.799)
H (-1.112, 0.187, 2.548)
N (-2.126, 2.984, -3.300)
H (2.253, -2.602, -3.592)
C (-0.172, -6.454, 0.824)
H (-5.189, 0.857, -4.218)
H (3.821, 1.791, -4.996)
C (2.834, 1.610, -5.427)
H (3.539, -0.893, 1.858)
O (-1.167, 4.605, -0.052)
H (-2.035, -1.950, 6.255)
C (1.191, 3.183, 4.174)
C (0.354, 1.498, 2.505)
H (4.576, -0.540, -5.029)
C (-2.266, 0.862, 6.377)
C (-6.197, -3.018, -4.094)
C (-4.585, -1.215, -4.255)
H (-3.233, 3.999, 5.498)
C (-1.024, 5.116, -2.798)
H (4.813, -4.396, 2.496)
C (-2.767, 3.026, 5.419)
H (0.662, 0.925, 1.635)
C (4.794, -1.012, -4.071)
H (2.916, 0.735, -6.073)
C (-2.079, 6.751, 0.451)
H (-0.746, -6.259, -0.069)
H (3.091, -1.937, 3.227)
H (-2.127, 6.484, 1.500)
O (1.750, -7.257, 4.229)
S (2.332, -5.647, 5.514)
H (4.796, -1.727, 2.792)
C (-1.512, 6.160, -1.819)
H (3.943, 5.107, 3.831)
C (0.489, -3.100, 2.378)
H (2.598, 2.466, -6.065)
C (4.205, -0.242, -2.896)
H (-7.194, -3.356, -3.842)
N (-2.201, 4.290, -3.160)
C (-1.004, -1.650, 6.055)
C (-4.319, 0.219, -4.077)
H (-3.240, -4.160, -5.269)
H (0.745, -0.961, -5.731)
O (-0.038, 4.316, -2.233)
C (-5.250, -3.921, -4.559)
H (4.029, 4.025, 1.628)
C (-1.571, 0.511, 5.226)
H (-0.432, -2.505, 5.708)
H (-1.829, 7.673, -3.288)
H (4.477, -0.729, -1.961)
C (-2.084, 2.674, 4.261)
H (4.406, -2.031, -4.109)
C (-1.483, 1.435, 4.173)
H (-5.501, -4.968, -4.669)
H (-2.663, -1.792, -5.026)
H (-3.110, 4.737, -3.156)



Run Q
Entry from the Open Molecules 2025 dataset: C48H54BrN8O7RbSSb as an isolated structure (ωB97M-V/def2-TZVPD).

Results
Net charge: -1

Geometry (Å):
H (2.854, 0.287, -1.444)
N (-3.352, 2.981, 5.910)
C (-0.223, 1.233, -4.111)
C (-4.087, 2.452, 4.950)
C (-5.468, 2.593, 4.904)
C (3.552, 2.082, -2.414)
H (1.267, -3.225, -6.276)
H (-1.467, 2.628, 4.446)
C (-6.021, 3.322, 5.953)
C (1.674, 4.967, -1.273)
C (-4.125, 2.705, -2.315)
C (-2.311, 1.830, -1.012)
H (4.649, -3.291, -0.516)
Sb (1.634, 2.098, 0.134)
H (0.212, 3.182, -4.785)
C (-1.796, -4.009, -4.081)
C (2.959, -1.835, 2.677)
H (-6.080, 2.191, 4.112)
C (0.414, -4.559, -4.826)
C (1.140, -6.074, -1.619)
H (1.704, -8.062, -2.152)
C (3.474, -2.062, 6.330)
H (4.720, 4.525, 1.463)
C (-3.322, 1.714, 3.903)
H (-0.191, 1.421, 2.661)
C (-0.481, 2.350, -4.827)
O (-0.991, -0.857, -3.338)
H (1.289, -5.191, -4.754)
C (-0.710, -2.633, -5.726)
H (1.812, 5.447, -0.303)
H (3.963, -2.705, -2.779)
C (-2.520, 1.435, -5.713)
C (3.225, -6.650, -2.698)
H (1.157, 5.685, -1.918)
C (3.183, 1.290, -1.164)
H (4.281, 1.536, -3.018)
H (3.022, 2.771, 2.322)
C (-0.691, -4.838, -4.037)
H (-5.013, 2.067, -2.243)
H (-1.762, -4.434, -1.569)
Rb (0.084, -1.208, -0.734)
C (3.205, -2.907, -2.015)
H (-7.099, 3.461, 6.005)
C (-2.687, -3.974, -1.915)
H (4.226, 4.107, -0.172)
N (-3.337, 2.657, -1.098)
H (-0.124, 3.875, -0.772)
O (2.153, -2.014, -2.159)
C (3.527, -1.846, 3.885)
H (1.947, 0.349, 4.517)
C (2.260, -0.558, 7.756)
H (3.404, -2.233, 8.462)
H (-3.837, -2.696, -4.862)
C (1.464, -4.699, -1.606)
H (-1.859, 3.400, -6.163)
H (0.186, -6.369, -1.194)
C (-1.134, 0.099, -4.109)
C (4.274, 3.737, 0.852)
Br (1.208, -1.179, 2.384)
S (-1.215, 4.367, 7.462)
H (-4.792, 2.639, 0.440)
O (-1.179, 5.155, 6.244)
H (4.965, 2.893, 0.860)
C (1.859, 0.161, 6.639)
N (3.165, -2.228, 0.316)
H (4.606, -2.836, 1.673)
H (0.733, 3.212, -2.133)
H (-4.151, -0.589, -5.582)
H (-3.570, -0.510, 1.368)
H (4.542, -4.993, -3.065)
N (-1.817, 0.399, 1.935)
O (0.645, -3.792, -1.167)
H (1.236, 1.038, 6.756)
H (4.505, -2.323, 3.910)
C (-3.125, 0.191, 2.068)
H (3.889, -7.389, -3.126)
N (-5.324, 3.881, 6.918)
C (-1.664, 2.479, -5.631)
H (1.388, -2.555, -1.784)
C (3.584, -5.306, -2.657)
H (-3.538, -4.385, -1.378)
H (-0.722, -1.771, -6.379)
H (2.684, 2.265, -3.050)
H (4.113, -2.929, 6.210)
C (-2.259, 0.195, -5.037)
H (-4.184, 4.242, -0.036)
N (3.892, -2.644, -0.722)
C (-3.913, 0.816, 3.021)
C (-1.808, -2.905, -4.924)
H (-4.445, 3.733, -2.491)
C (-3.907, 3.200, 0.129)
H (-4.968, 0.586, 3.080)
C (3.075, -1.670, 7.597)
H (-3.413, 1.507, -6.326)
H (2.303, 4.206, 1.643)
H (-3.168, 3.153, 0.927)
C (0.879, 3.672, -1.154)
H (-3.519, 2.378, -3.156)
C (-1.255, 1.255, 2.791)
H (4.056, 1.151, -0.522)
C (1.998, -7.018, -2.155)
O (-2.911, -4.235, -3.305)
H (-0.681, -5.684, -3.365)
N (-3.001, -2.142, -4.979)
C (2.749, -4.346, -2.112)
H (3.988, 3.052, -2.173)
H (-2.620, -2.895, -1.745)
H (1.945, -0.247, 8.743)
H (2.662, 4.801, -1.701)
C (-1.954, 1.930, 3.777)
C (2.905, 3.330, 1.391)
C (-3.159, -0.842, -5.211)
C (3.638, -2.359, 1.493)
N (-1.388, 1.139, -0.941)
C (2.254, -0.236, 5.371)
C (0.402, -3.456, -5.669)
C (-3.968, 3.723, 6.863)
O (-3.263, 4.295, 7.752)
C (3.054, -1.366, 5.194)
O (-0.929, 5.099, 8.678)
H (0.660, 1.139, -3.492)



Short version: run Q is the least stable of them.



Run P
Entry from the Open Molecules 2025 dataset: the molecule C9H6N2O2S (ωB97M-V/def2-TZVPD).

Geometry (Å):
C (-3.200, -1.107, 0.153)
N (-0.969, 0.301, -0.660)
H (4.559, 1.883, 0.186)
C (0.622, -1.189, 0.404)
O (3.425, -0.548, -1.589)
C (-2.190, 0.575, -1.149)
H (-2.046, 1.449, -1.756)
N (1.435, 1.106, 0.831)
C (3.601, 1.520, 0.193)
C (2.536, 1.886, 0.871)
H (-4.247, 0.361, -1.119)
O (1.077, -2.275, 0.676)
H (2.313, 2.818, 1.456)
C (-3.364, -0.070, -0.773)
S (3.360, -0.255, -0.199)
H (-1.714, -2.439, 1.098)
H (-4.158, -1.616, 0.502)
C (-0.765, -0.831, 0.089)
C (1.635, -0.018, 0.292)
C (-1.910, -1.550, 0.494)



Run Q
Entry from the Open Molecules 2025 dataset: the molecule C9H6N2O2S (ωB97M-V/def2-TZVPD).

Geometry (Å):
N (0.160, 0.204, -0.070)
H (-4.482, 0.137, 2.150)
O (-1.584, -1.395, 2.477)
N (-2.901, -0.213, -0.681)
H (1.273, 1.814, 0.897)
C (0.329, -0.989, -0.720)
C (-3.871, -0.170, 1.405)
O (-1.121, -2.807, -1.258)
H (-4.482, 1.179, 0.032)
C (-3.820, 0.332, 0.212)
H (3.643, -0.703, -1.329)
H (1.554, -2.124, -1.872)
C (-0.947, -1.711, -0.761)
C (1.582, -1.306, -1.266)
C (2.707, -0.524, -0.946)
S (-2.676, -1.647, 1.565)
C (2.563, 0.465, -0.043)
H (3.495, 0.968, 0.210)
C (1.263, 0.875, 0.268)
C (-2.100, -1.049, -0.122)



Short version: run Q is the least stable of them.



Run P
Entry from the Open Molecules 2025 dataset: CH3IS2 as an isolated structure (ωB97M-V/def2-TZVPD).

Geometry (Å):
I (0.679, 1.591, -1.337)
H (-0.272, 2.125, 2.169)
H (0.456, -0.584, 0.425)
H (-0.177, 1.558, 1.612)
S (-0.506, -1.314, -1.510)
C (0.240, -0.264, -0.582)
S (-0.420, -3.113, -0.777)



Run Q
Entry from the Open Molecules 2025 dataset: CH3IS2 as an isolated structure (ωB97M-V/def2-TZVPD).

Geometry (Å):
H (-0.733, 0.525, 1.321)
H (2.572, -0.963, -0.848)
S (1.917, -0.889, 0.301)
C (-0.669, 0.440, 0.197)
S (-0.081, -1.143, -0.446)
I (-2.828, 0.547, -0.036)
H (-0.178, 1.483, -0.488)



Short version: run P is the least stable of them.



Run P
Entry from the Open Molecules 2025 dataset: a 2-piece molecular cluster, C2H11N4O overall (ωB97M-V/def2-TZVPD).

Results
Net charge: +1

Geometry (Å):
O (-1.433, -0.491, 1.470)
H (0.182, 1.955, -0.902)
H (-1.631, 1.448, -0.711)
H (-1.586, -1.191, -1.498)
N (1.532, 1.092, 0.706)
H (2.479, -1.335, 0.430)
N (1.003, -0.056, 0.079)
H (2.063, 1.774, 0.072)
N (-0.557, -1.168, -1.271)
H (1.175, -1.620, 1.220)
H (-0.925, 1.150, -2.181)
H (-0.271, -2.100, -0.941)
C (-0.633, 1.228, -1.162)
H (-1.024, -0.685, 2.335)
H (0.662, 1.585, 0.964)
N (1.422, -1.217, 0.393)
C (-0.098, -0.074, -0.701)
H (-2.362, -0.295, 1.697)



Run Q
Entry from the Open Molecules 2025 dataset: a 2-piece molecular cluster, C2H11N4O overall (ωB97M-V/def2-TZVPD).

Results
Net charge: +1

Geometry (Å):
H (-1.296, -1.104, 1.599)
N (0.423, -1.646, -0.072)
H (-1.754, 1.457, -0.870)
H (2.742, 0.616, -0.785)
H (1.731, -0.890, 1.243)
H (1.653, 1.790, 0.880)
C (-1.315, -0.417, 0.850)
N (1.652, -0.970, 0.224)
H (0.417, -1.862, -1.126)
C (1.755, 0.286, -0.518)
H (0.959, 0.077, -1.380)
O (-2.380, -0.165, 0.203)
N (1.052, 1.337, 0.257)
H (0.662, 2.009, -0.455)
H (0.437, -2.655, 0.369)
H (-3.596, 0.974, -0.748)
N (-2.645, 0.914, -0.592)
H (-0.495, 0.248, 0.922)



Short version: run Q is the least stable of them.